(1)
{"formula": "C5H20ClN10O9", "method": "ωB97M-V/def2-TZVPD", "elements": ["Cl", "O", "O", "O", "O", "C", "O", "N", "N", "H", "H", "H", "H", "C", "O", "N", "N", "H", "H", "H", "H", "C", "O", "N", "N", "H", "H", "H", "H", "C", "O", "N", "N", "H", "H", "H", "H", "C", "O", "N", "N", "H", "H", "H", "H"], "coordinates": [[31.162610, -28.736860, -3.013980], [32.277700, -29.628210, -2.519930], [31.064350, -28.658040, -4.465950], [29.939710, -29.307640, -2.558400], [31.134970, -27.452410, -2.388070], [26.590960, -32.135740, -2.759760], [25.890570, -33.103220, -2.597350], [26.877220, -31.226650, -1.790010], [27.077190, -31.752720, -3.916310], [26.630090, -31.479200, -0.843830], [27.343120, -30.356060, -2.002370], [27.763510, -31.011780, -3.924880], [27.322420, -32.545310, -4.492300], [30.520910, -24.870190, -5.468840], [30.404140, -23.780310, -5.986360], [29.529310, -25.461930, -4.804600], [31.596930, -25.595400, -5.596290], [28.778480, -24.856930, -4.504040], [29.723240, -26.282060, -4.247930], [31.598610, -26.478140, -5.105500], [32.265930, -25.152270, -6.209620], [34.436060, -27.822180, -5.657480], [33.776750, -27.508160, -6.632440], [34.085830, -28.857980, -4.951230], [35.647030, -27.522330, -5.318180], [33.136340, -29.201540, -4.928100], [34.689370, -29.122380, -4.185770], [35.868220, -27.739600, -4.356940], [35.977090, -26.697720, -5.798990], [35.840770, -27.679600, -1.744160], [35.747260, -28.576920, -2.498210], [36.968800, -27.125310, -1.365620], [34.923160, -27.388550, -0.907310], [37.834800, -27.341680, -1.838200], [37.101840, -26.306380, -0.789640], [34.047370, -27.857490, -1.089530], [34.893970, -26.736060, -0.136910], [29.083020, -28.340300, -8.212200], [28.255200, -27.519000, -8.488240], [29.526230, -29.166870, -9.067390], [29.459920, -28.542390, -6.953630], [29.065420, -29.263670, -9.960920], [30.128280, -29.948410, -8.851010], [29.130010, -27.902750, -6.245030], [30.017560, -29.303900, -6.594120]], "forces_ev_per_a": [[-1.6222, -2.6113, 3.0802], [-1.0203, 2.3756, -1.8807], [1.6356, 0.4672, -0.4710], [-0.8931, -1.5073, -0.2439], [2.0983, 1.5148, -0.7086], [-0.9806, 0.8762, 2.2934], [-0.2204, -1.2535, 0.3347], [-0.1560, 0.1519, 1.3210], [1.6503, 0.1647, -3.6290], [0.0031, 0.3862, -0.2766], [0.0297, -0.3398, 0.3648], [0.0367, -0.2038, -0.0144], [-0.2334, 0.2704, -0.3611], [-2.3957, 1.2180, -0.3315], [0.2490, 1.3711, -0.4318], [-1.4826, -0.6597, 1.2690], [2.3999, -1.1274, -0.2795], [0.0809, -0.2370, -0.0937], [-0.1559, 0.1393, 0.1631], [0.9216, -0.2572, -0.4060], [0.5130, -0.8040, 0.2336], [-0.0997, -1.4850, -0.7081], [-1.2743, 1.2921, -1.6193], [-2.7703, -2.6595, 2.2978], [2.8069, 3.1894, -0.4484], [-0.4764, -0.0750, -0.1626], [0.0595, -0.6367, 0.4912], [0.8036, 0.3521, 0.1942], [0.6787, -0.0151, 0.4732], [1.9496, 1.1326, 3.4093], [-0.3011, -3.4562, -5.2226], [5.0901, 1.9742, -0.5651], [-6.1233, 0.9065, 2.4402], [-0.3457, -0.2791, -0.2143], [-0.7729, -0.2306, 0.0076], [-0.2258, 0.0813, 0.1452], [0.5550, -0.0815, -0.4387], [-2.1553, 1.4229, 2.5896], [-1.4605, 2.2799, -0.6850], [2.6336, -4.5433, -4.6923], [1.1447, -0.0161, 3.0607], [0.0230, 0.4439, 0.2674], [-0.0963, 0.3274, 0.2218], [-0.0311, -0.0497, -0.3708], [-0.0698, 0.1910, -0.4029]], "lowdin_spin": [-0.001, 0.009, 0.004, 0.004, 0.002, 0.000, 0.000, 0.000, 0.000, 0.000, 0.000, 0.000, 0.000, 0.016, 0.095, 0.000, 0.160, 0.000, -0.001, 0.001, 0.002, 0.041, 0.307, 0.370, -0.032, 0.005, 0.008, -0.001, -0.001, 0.000, 0.004, 0.000, 0.000, 0.000, 0.000, 0.000, 0.000, 0.000, 0.002, 0.000, 0.005, 0.000, 0.000, 0.000, 0.000], "gap_ev": [9.19, 3.15], "largest_force_ha_per_bohr": 0.1370, "multiplicity": 2, "de_lowest_kj_mol": 0.0, "e_tot_ha": -1887.163391, "total_charge": 0, "homo_ev": [-9.43, -9.43]}

=====

(2)
{"formula": "C11H5HoN2O5", "method": "ωB97M-V/def2-TZVPD", "elements": ["O", "C", "Ho", "O", "C", "C", "O", "C", "O", "C", "O", "H", "N", "C", "C", "C", "C", "C", "N", "C", "H", "H", "H", "H"], "coordinates": [[-1.401421, -5.548450, -2.076028], [-0.902757, -4.522859, -2.045770], [-0.075302, -0.522458, -1.274247], [2.964083, -1.850540, -0.370181], [1.947855, -1.349820, -0.659134], [1.567314, 1.159003, -1.679699], [2.459744, 1.844798, -1.996276], [0.154053, 0.899289, -3.191673], [0.290819, 1.425405, -4.247153], [1.292853, -1.250098, -3.216770], [2.148162, -1.373429, -3.988149], [-0.910001, 0.469450, -2.711972], [1.415768, 2.303394, 4.670917], [0.715595, 1.820541, 3.866246], [-0.124280, 1.229413, 2.868885], [-1.519153, 1.115192, 3.037484], [-2.317659, 0.553680, 2.049206], [-1.698274, 0.127692, 0.876328], [-0.350386, 0.275660, 0.753610], [0.465740, 0.786711, 1.701344], [-1.964482, 1.470186, 3.964613], [-3.403488, 0.442797, 2.153664], [-2.284689, -0.338684, 0.039850], [1.529909, 0.833134, 1.474912]], "forces_ev_per_a": [[1.2892, 2.5338, 0.0261], [-1.2472, -2.3017, 0.0414], [-1.0667, 1.2855, -1.4795], [-5.2393, 2.9578, -1.5865], [7.8715, -4.6793, 2.9237], [3.4914, 2.3891, 0.2873], [-3.0868, -2.2092, 0.7426], [0.8684, 0.8735, -2.5990], [-0.9828, -1.2668, 2.8081], [3.9437, -1.3423, -4.0299], [-3.6357, 0.5672, 3.1648], [-1.7934, 0.7838, -1.6919], [-1.6193, -1.1335, -1.9031], [1.5304, 1.1512, 2.1136], [-0.0362, 0.1689, 0.2489], [0.2062, 0.0460, 0.1441], [-0.4656, -0.3074, -0.6277], [0.7732, 0.5479, 1.1155], [-0.1605, -0.4069, 0.0276], [-1.3946, -0.2383, -0.4658], [0.0643, -0.0511, -0.1644], [0.5289, 0.1283, 0.1278], [0.4220, 0.3972, 0.5651], [-0.2610, 0.1065, 0.2113]], "lowdin_spin": [0.000, 0.000, 4.038, 0.001, -0.008, -0.007, -0.001, -0.009, -0.005, -0.002, 0.001, -0.001, 0.000, 0.000, 0.000, 0.000, 0.000, -0.001, -0.008, 0.001, 0.000, 0.000, 0.000, 0.000], "gap_ev": [6.07, 6.22], "largest_force_ha_per_bohr": 0.1869, "multiplicity": 5, "e_tot_ha": -1855.168941, "total_charge": 2, "homo_ev": [-16.19, -16.26]}

=====

(3)
{"formula": "C20H20ClCuN2OSe2", "method": "ωB97M-V/def2-TZVPD", "elements": ["Cu", "Cl", "C", "C", "C", "C", "O", "C", "C", "N", "C", "C", "C", "C", "C", "C", "C", "C", "N", "C", "C", "H", "H", "H", "H", "H", "H", "H", "H", "H", "H", "C", "Se", "C", "C", "Se", "C", "H", "H", "H", "H", "H", "H", "H", "H", "H", "H"], "coordinates": [[-0.465376, 0.475778, -0.650165], [2.112394, 6.620898, 2.209338], [1.653284, 5.223480, 1.271579], [2.070081, 5.117792, -0.061726], [1.709477, 4.034505, -0.807320], [0.928718, 2.956721, -0.289130], [0.652506, 1.989813, -1.087647], [0.518208, 3.088706, 1.081768], [-0.325716, 2.158980, 1.787849], [-0.618663, 0.978837, 1.364192], [-1.486243, 0.111834, 2.020864], [-1.763527, 0.107543, 3.363966], [-2.675451, -0.815638, 3.913641], [-3.304656, -1.733169, 3.123144], [-3.023358, -1.781201, 1.734288], [-3.639066, -2.712446, 0.862183], [-3.308459, -2.725249, -0.459701], [-2.339580, -1.812268, -0.918670], [-1.758283, -0.926593, -0.145415], [-2.100490, -0.879540, 1.183578], [0.881174, 4.239033, 1.816355], [2.668004, 5.906621, -0.494794], [2.008121, 3.953915, -1.841260], [-0.743918, 2.532019, 2.727495], [-1.272861, 0.818332, 4.013524], [-2.873281, -0.788760, 4.976002], [-4.010710, -2.435936, 3.539680], [-4.367395, -3.406095, 1.260353], [-3.758940, -3.417457, -1.151727], [-2.006504, -1.832702, -1.950961], [0.542619, 4.331367, 2.840791], [1.225099, -1.880821, -4.478154], [0.903492, -0.480074, -3.160774], [2.711647, -0.381136, -2.452991], [3.048178, -1.527168, -1.518404], [1.978585, -1.506630, 0.117730], [0.973277, -3.130539, -0.229774], [1.828255, -1.496286, -5.297463], [0.261551, -2.203587, -4.865675], [1.719576, -2.735078, -4.019390], [2.756252, 0.581690, -1.940856], [3.401929, -0.354778, -3.302265], [4.106948, -1.503131, -1.244317], [2.854085, -2.489648, -1.996795], [1.631540, -3.997366, -0.247736], [0.443308, -3.030492, -1.173593], [0.254167, -3.244074, 0.578387]], "forces_ev_per_a": [[0.3800, -0.0301, -0.1691], [-0.0134, -0.0149, 0.0030], [-0.0684, -0.0473, 0.0951], [0.0140, 0.0430, 0.0187], [-0.0404, -0.0606, 0.0380], [0.0838, 0.0159, -0.0223], [-0.0217, -0.0142, 0.0177], [-0.1424, -0.0818, 0.0806], [0.0615, -0.2394, -0.2350], [0.0271, 0.3167, 0.1884], [-0.0002, 0.0429, -0.0764], [-0.0440, -0.0557, 0.0082], [0.0064, -0.0318, -0.0680], [0.0572, 0.0545, -0.0737], [-0.1505, -0.1748, 0.1061], [0.0468, 0.0583, 0.0300], [0.0777, 0.0965, 0.1237], [0.1574, -0.0242, -0.0154], [-0.3368, -0.0320, 0.1004], [0.1302, 0.0571, -0.0968], [0.0783, 0.1095, -0.0571], [0.0444, 0.0512, -0.0273], [0.0409, -0.0150, -0.1068], [-0.0356, -0.0009, 0.0759], [0.0307, 0.0278, 0.0327], [-0.0166, -0.0020, 0.0379], [-0.0671, -0.0639, 0.0362], [-0.0362, -0.0324, 0.0332], [-0.0380, -0.0821, -0.0697], [-0.0571, 0.0509, 0.0093], [-0.0033, 0.0054, 0.0323], [0.1174, -0.0425, 0.0358], [-0.1902, 0.0859, -0.2078], [0.0239, 0.0694, -0.0469], [0.0725, -0.0948, -0.0313], [0.0621, -0.0180, 0.0747], [0.0029, -0.0261, 0.0132], [0.0147, -0.0119, 0.0067], [-0.0277, 0.0361, 0.0176], [-0.0062, -0.0192, -0.0152], [-0.0241, -0.0506, -0.0369], [-0.0731, 0.0175, 0.0768], [-0.1354, 0.0284, 0.0281], [0.0719, 0.0351, 0.0485], [-0.0084, 0.0461, 0.0041], [-0.0337, 0.0215, -0.0543], [-0.0316, -0.0032, 0.0370]], "lowdin_charge": [0.226, 0.626, -0.684, -0.107, -0.009, -0.342, -0.157, -0.122, -0.058, 0.046, -0.190, -0.005, -0.067, -0.037, -0.151, -0.001, -0.037, -0.111, 0.052, -0.131, -0.084, 0.103, 0.114, 0.123, 0.110, 0.107, 0.111, 0.119, 0.106, 0.109, 0.107, -0.404, 0.933, -0.554, -0.560, 0.924, -0.418, 0.018, 0.014, 0.013, 0.050, 0.071, 0.061, 0.049, 0.023, 0.002, 0.013], "gap_ev": 6.38, "largest_force_ha_per_bohr": 0.0081, "de_lowest_kj_mol": 18.0, "e_tot_ha": -7862.426905, "total_charge": 0, "homo_ev": -6.94}

=====

(4)
{"formula": "C2H2O4P", "method": "ωB97M-V/def2-TZVPD", "elements": ["C", "C", "O", "O", "O", "O", "P", "H", "H"], "coordinates": [[0.633193, 0.963155, -2.438811], [-0.269727, 0.028956, -1.508677], [1.150587, 0.614004, -3.464580], [0.860540, 2.019166, -1.726887], [-0.967940, -0.990706, -1.744905], [-0.841731, -0.143849, 0.989967], [-0.157901, 1.060863, -0.012370], [-1.064439, -0.831207, 0.275414], [1.234229, 0.985247, 0.522477]], "forces_ev_per_a": [[0.1974, 0.3215, 1.6982], [-0.7556, -1.2265, -1.9016], [0.1620, -0.5037, -1.5391], [-0.5506, -1.0557, -0.4168], [2.1009, 2.8771, 1.0568], [-0.3130, -1.2029, -1.4269], [0.2064, 0.3245, 1.6893], [0.1326, 0.7534, 1.7040], [-1.1801, -0.2877, -0.8639]], "lowdin_charge": [-0.710, -0.442, 0.022, -0.216, -0.023, -0.487, 0.856, 0.014, -0.013], "gap_ev": 8.21, "largest_force_ha_per_bohr": 0.0723, "de_lowest_kj_mol": 223.7, "e_tot_ha": -719.788173, "total_charge": -1, "homo_ev": -4.25}